Entry 1:
112
Properties=species:S:1:pos:R:3:forces:R:3 method="wB97M-V/def2-TZVPD" e_lumo_ev="-2.0 / -5.1" energy_ev=-78574.941 e_homo_ha="-0.406 / -0.406" multiplicity=3 e_above_lowest_ev=1.324 charge=+1
Pd -0.191617 0.497030 -0.345180 -0.531 1.308 -2.491
C -3.411889 0.127719 -5.189303 0.112 0.135 0.033
C -2.886031 -0.421493 -3.910768 -0.116 -0.427 0.169
C -3.205869 -1.632228 -3.330010 0.159 0.303 0.037
C -2.461891 -1.684511 -2.150340 -0.011 0.032 -0.042
N -1.736195 -0.572150 -2.027061 0.482 -0.109 0.917
N -1.994923 0.194106 -3.103377 -0.280 0.115 -0.613
B -1.355782 1.560017 -3.368599 0.269 -0.220 0.911
N -1.727299 2.524591 -2.220529 -0.387 0.415 -0.773
N -1.384987 2.322191 -0.942633 0.535 -0.705 0.634
C -1.854774 3.344097 -0.222442 -0.098 0.118 -0.103
C -2.522819 4.223968 -1.068583 0.174 -0.256 -0.041
C -2.419164 3.673744 -2.334428 -0.014 0.087 0.389
C -2.966413 4.229324 -3.600086 0.056 -0.156 -0.080
C -1.652954 3.431437 1.257289 0.048 -0.188 0.094
C -2.327434 2.214901 1.893744 0.232 -0.060 -0.189
C -2.261108 4.708222 1.844472 0.160 -0.181 -0.162
C -0.150875 3.403392 1.541357 -0.193 -0.093 -0.110
N 0.174316 1.453623 -3.417722 -0.151 0.236 -0.713
N 0.919095 1.011490 -2.394258 -0.234 -0.323 1.103
C 2.197267 1.055056 -2.773931 0.081 0.035 -0.103
C 2.271881 1.537740 -4.080330 -0.336 0.042 0.136
C 0.965201 1.786934 -4.457261 0.479 -0.117 0.141
C 0.488996 2.325307 -5.757685 -0.157 -0.008 0.041
C 3.347782 0.596671 -1.927967 -0.051 -0.016 0.214
C 2.785548 0.134135 -0.588772 0.128 0.049 -0.478
C 4.048244 -0.563887 -2.645717 -0.126 0.119 0.118
C 4.348116 1.737537 -1.709271 -0.206 -0.141 -0.044
C -2.442633 -2.821195 -1.169517 0.150 0.044 0.210
C -3.852395 -3.061776 -0.618095 0.199 0.092 -0.100
C -1.945177 -4.089098 -1.875150 -0.056 0.214 0.080
C -1.497066 -2.443066 -0.038293 -0.319 -0.114 -0.357
H -4.103053 -0.586351 -5.628598 -0.021 -0.021 -0.008
H -2.607133 0.310672 -5.897971 0.010 0.050 -0.098
H -3.940608 1.064378 -5.024445 -0.037 0.075 -0.064
H -3.885254 -2.373215 -3.700137 -0.133 -0.110 -0.130
H -1.749935 1.985770 -4.387564 -0.142 0.181 -0.312
H -3.011841 5.133977 -0.798431 -0.141 0.272 0.039
H -3.478745 5.164533 -3.389747 -0.007 0.012 0.006
H -3.674933 3.540519 -4.054258 -0.062 -0.016 -0.095
H -2.173711 4.422445 -4.318456 0.032 0.030 -0.113
H -3.396296 2.232469 1.694987 -0.136 -0.081 -0.007
H -2.170849 2.224043 2.968073 0.024 -0.066 0.142
H -1.907721 1.286356 1.468618 -0.216 0.207 0.275
H -3.330648 4.749706 1.659359 -0.148 0.030 -0.023
H -1.798447 5.600134 1.426279 0.026 0.070 -0.056
H -2.103625 4.721386 2.921523 0.003 0.007 0.084
H 0.295377 2.483043 1.121736 0.059 0.261 0.230
H 0.014590 3.432888 2.613557 0.112 -0.065 0.094
H 0.330838 4.265242 1.084526 0.157 0.018 -0.059
H 3.157201 1.689746 -4.662623 0.158 0.042 -0.176
H 1.341067 2.489729 -6.412172 0.011 0.007 -0.009
H -0.030066 3.271611 -5.618192 -0.056 0.055 -0.071
H -0.192084 1.630248 -6.243225 -0.073 -0.001 -0.088
H 2.052308 -0.658201 -0.781669 0.182 0.067 0.183
H 2.301989 0.990932 -0.095441 0.127 -0.168 0.088
H 3.573490 -0.254956 0.049872 -0.017 -0.007 0.134
H 3.344925 -1.366744 -2.854725 -0.047 -0.122 -0.024
H 4.862916 -0.955486 -2.040032 0.092 -0.045 0.075
H 4.459689 -0.221818 -3.590728 0.073 -0.007 -0.131
H 3.872860 2.578092 -1.208528 -0.035 0.124 0.068
H 4.743295 2.087344 -2.657975 0.072 0.082 -0.120
H 5.181771 1.390082 -1.102582 0.103 -0.024 0.085
H -4.541184 -3.302510 -1.422206 -0.132 -0.035 -0.084
H -4.221537 -2.174012 -0.109481 -0.079 0.100 0.077
H -3.846097 -3.893803 0.082450 0.000 -0.109 0.107
H -2.609304 -4.352248 -2.693310 -0.054 -0.071 -0.120
H -1.916915 -4.925004 -1.179450 0.010 -0.108 0.098
H -0.949272 -3.934406 -2.284801 0.132 -0.015 -0.055
H -1.876150 -1.531723 0.441441 0.152 -0.192 0.053
H -0.506425 -2.251905 -0.466601 -0.067 -0.045 0.210
H -1.432070 -3.241487 0.691529 0.034 -0.065 0.122
C 4.237547 0.905977 2.417576 -0.805 -0.202 0.113
Si 2.624907 0.532553 3.384730 0.299 0.210 0.453
C 3.159209 -0.538684 4.871915 -0.339 0.213 -0.639
C 1.920514 2.167697 4.090971 0.168 -0.640 -0.433
Sb 0.648595 -0.756900 1.888983 0.507 -1.083 1.339
Si -1.185981 -1.591352 3.737278 -0.192 -0.202 0.587
C -2.472226 -0.258969 4.218312 0.712 -0.368 -0.380
C -2.158871 -3.171707 3.282507 0.509 0.612 -0.136
C -0.141793 -2.042895 5.264179 -0.331 0.177 -0.629
Si 1.907673 -3.162971 1.411136 0.468 -0.591 0.124
C 2.958949 -3.506461 2.964599 -0.485 0.232 -0.520
C 0.777010 -4.687225 1.165333 0.128 0.756 0.113
C 3.118676 -3.193690 -0.070633 -0.560 0.358 0.469
H 4.934268 1.400819 3.090785 -0.027 0.065 0.274
H 4.097635 1.562096 1.564865 -0.090 0.080 -0.135
H 4.721702 -0.003865 2.075581 0.039 -0.188 -0.070
H 3.884871 0.022141 5.455462 0.118 0.268 -0.001
H 3.638158 -1.461906 4.572230 0.054 -0.141 -0.077
H 2.337943 -0.785925 5.530855 -0.179 -0.042 0.115
H 2.480319 2.442265 4.982098 0.183 -0.094 0.118
H 0.878028 2.077641 4.379710 -0.193 -0.033 0.030
H 2.014219 2.987927 3.384945 -0.008 0.030 -0.127
H -3.126192 0.004199 3.392662 -0.052 0.016 -0.137
H -2.004429 0.647162 4.589556 0.117 0.146 0.020
H -3.093976 -0.647201 5.019860 -0.051 -0.253 0.148
H -2.870936 -3.025421 2.478827 -0.098 0.069 -0.178
H -2.718808 -3.490279 4.157753 -0.044 0.109 0.278
H -1.497302 -3.989024 3.017484 0.075 -0.116 -0.062
H 0.295093 -1.171942 5.733087 0.096 0.255 0.089
H 0.654702 -2.736765 5.016282 0.145 -0.089 -0.066
H -0.772014 -2.527808 6.002151 -0.250 -0.099 0.126
H 2.403038 -3.377919 3.884641 -0.116 0.059 0.204
H 3.834841 -2.871237 3.000645 0.188 0.204 -0.026
H 3.309249 -4.532621 2.942014 0.034 -0.285 -0.141
H -0.003990 -4.770434 1.912204 -0.122 0.013 0.103
H 1.388871 -5.581362 1.251846 0.306 -0.040 0.045
H 0.316995 -4.709686 0.183964 -0.098 0.072 -0.182
H 3.963506 -2.526701 0.061397 0.105 0.169 0.061
H 2.644887 -2.954999 -1.016657 -0.130 0.067 -0.172
H 3.519543 -4.199837 -0.161290 -0.045 -0.262 0.145

***

Entry 2:
131
Properties=species:S:1:pos:R:3:forces:R:3 method="wB97M-V/def2-TZVPD" e_lumo_ev=-5.1 energy_ev=-564983.867 e_homo_ha=-0.254 multiplicity=1 charge=+1
C -3.342549 2.494517 1.468787 -0.331 0.758 -0.542
C -2.854627 2.633697 0.007510 0.586 -0.417 0.773
C -1.345254 2.283104 -0.206958 -0.648 1.231 0.728
C -0.555369 3.601131 -0.368990 0.514 -0.432 -0.746
C 0.839137 3.468952 -1.049706 -0.740 -0.872 0.505
C 1.970102 2.915797 -0.175781 0.472 0.677 -0.621
C 2.997385 3.971878 0.298376 -0.850 -1.500 0.748
C 4.113046 3.249513 1.070830 0.726 1.044 -0.454
C 5.337745 2.853659 0.182973 -1.049 -1.600 0.916
C 5.157465 1.455908 -0.520171 0.556 1.101 -0.863
C 5.113419 1.639503 -2.079318 -0.922 0.018 0.833
C 4.180783 0.718404 -2.898113 0.971 0.318 -0.302
C 4.222893 -0.750133 -2.507522 -0.277 -0.430 1.417
C 3.013574 -1.229325 -1.583528 0.085 -0.091 -0.534
C 1.639092 -0.738699 -2.029441 0.239 0.615 0.273
C 0.481478 -1.590960 -1.514948 -0.203 0.562 -0.426
N 0.624533 -2.960067 -2.064682 2.159 1.324 -0.330
C 1.934459 -3.362286 -2.156489 -0.784 -0.471 0.585
N 2.144758 -4.436817 -2.878631 1.266 0.259 0.384
N 3.043704 -2.739283 -1.512057 -1.186 0.190 -0.970
C 3.295476 -3.263737 -0.134389 -0.779 -1.234 1.045
C 2.216005 -2.954482 0.907652 1.160 -0.146 -3.058
H -4.310598 3.021558 1.645541 0.537 -0.230 -0.051
H -2.599614 2.948257 2.166963 -2.309 -4.426 -3.167
H -3.481089 1.451556 1.726543 0.261 -0.098 0.420
H -3.458111 1.941198 -0.567654 -0.221 0.069 -0.180
H -3.032754 3.640279 -0.361521 -0.224 0.057 -0.145
H -1.307177 1.732683 -1.122503 0.418 -0.439 -0.454
H -0.956697 1.679681 0.619580 -0.010 -0.203 -0.137
H -1.152748 4.218090 -1.039801 -0.043 0.275 0.154
H -0.456537 4.131424 0.601682 -0.020 0.133 0.102
H 1.102851 4.399162 -1.543506 0.152 0.200 0.105
H 0.695771 2.737582 -1.847548 -0.250 0.180 -0.245
H 1.596508 2.342010 0.678913 -0.033 0.079 0.001
H 2.525597 2.210559 -0.791766 0.073 -0.241 0.035
H 2.436413 4.625943 0.974146 0.213 0.442 -0.039
H 3.396658 4.537815 -0.535071 -0.052 0.241 -0.120
H 3.695260 2.408644 1.624624 0.149 -0.249 -0.125
H 4.504103 3.925195 1.833720 0.014 0.089 0.043
H 5.540441 3.617974 -0.557707 0.224 0.246 0.070
H 6.156178 2.735834 0.885738 0.372 0.319 -0.174
H 6.031447 0.846216 -0.293992 -0.155 -0.212 0.225
H 4.274631 0.992436 -0.091602 -0.117 -0.270 -0.154
H 4.736103 2.649680 -2.249838 0.119 0.022 -0.218
H 6.121754 1.612535 -2.479123 0.187 -0.069 0.000
H 3.188894 1.154825 -2.904338 -0.326 -0.350 0.086
H 4.534549 0.775178 -3.927159 -0.151 0.103 -0.149
H 4.284737 -1.428356 -3.421423 -0.929 2.498 0.089
H 5.193939 -0.916336 -1.886419 -1.078 0.078 -0.908
H 3.187813 -0.838251 -0.585344 0.159 -0.252 0.189
H 1.572956 -0.630550 -3.112344 -0.111 -0.192 -0.148
H 1.528781 0.273384 -1.639402 -0.143 0.014 -0.070
H 0.345107 -1.569408 -0.442729 0.292 -0.306 0.243
H -0.417544 -1.177721 -1.966302 0.005 -0.125 0.163
H 0.313701 -2.880918 -3.027086 -0.857 -0.639 -0.203
H 1.397885 -4.930252 -3.354228 -0.254 -0.461 -0.353
H 3.105908 -4.779829 -3.022614 -0.817 -0.119 0.022
H 3.340266 -4.351416 -0.216199 0.232 -0.153 -0.294
H 4.293640 -2.949884 0.184957 -0.050 0.345 -0.067
H 2.216595 -1.886260 1.107791 -0.488 -0.290 -0.526
H 1.241655 -3.343360 0.634940 -0.234 0.025 -0.218
H 2.505320 -3.448832 1.830586 -0.045 -0.451 -0.761
C 2.638024 -1.909954 3.024752 1.160 -0.426 2.379
O 1.711334 -1.113377 2.812374 -0.342 0.585 0.332
O 2.469829 -3.153276 3.325118 -0.250 0.942 1.970
O 3.872213 -1.602715 2.945843 -0.142 0.269 -0.550
Ca 4.962583 -3.052139 -2.835598 2.097 -2.267 0.474
C -4.939914 5.481077 3.988240 -0.063 -0.235 -0.313
C -3.727497 5.112666 4.821707 -0.494 0.367 -0.251
O -3.970946 5.260483 6.188000 0.908 0.332 -0.139
C -4.759022 4.310706 6.734524 -0.038 0.540 0.834
O -5.234896 3.401854 6.144660 -0.350 -1.212 -1.193
O -4.911282 4.589578 7.997054 0.022 0.239 0.583
C -5.821970 3.712287 8.686063 -0.244 -0.190 0.392
H -5.272236 6.487368 4.233526 0.216 0.121 -0.071
H -4.715159 5.435655 2.912869 -0.116 0.096 -0.001
H -5.771712 4.810033 4.186839 0.109 -0.153 -0.045
H -2.900441 5.796456 4.572534 0.086 0.261 0.343
H -3.381679 4.080280 4.603205 -0.720 -0.301 0.706
H -5.531573 2.672416 8.566403 0.029 0.014 -0.166
H -6.835835 3.870452 8.325314 0.041 -0.047 -0.127
H -5.780638 3.967187 9.738817 0.168 0.209 -0.035
O 0.448954 5.969465 2.907500 -0.761 -0.742 -0.223
H 0.330758 6.389549 2.045430 0.151 0.210 0.034
H 1.223242 5.402289 2.781902 0.118 0.105 0.124
N -2.227209 0.553086 -5.158743 0.632 0.029 0.174
S -1.410857 1.296607 -4.048916 -0.726 0.998 1.385
O -0.871525 2.570251 -4.382226 0.356 0.071 -0.304
O -0.627122 0.488373 -3.150946 -0.012 -0.175 -0.329
F -2.632565 1.720376 -3.087558 -0.198 -0.412 -0.356
S -1.311668 0.036968 -6.343278 0.502 -0.038 -2.144
O -2.056364 -0.343866 -7.485146 -0.931 -0.175 0.342
O -0.217246 -0.804860 -5.989278 0.294 -0.179 1.038
F -0.594124 1.361711 -6.844115 0.021 0.127 0.310
Ca -1.994044 4.096710 3.037631 3.089 3.771 2.236
C 6.581747 -4.212962 2.956287 -0.345 0.286 0.422
Br 6.583854 -5.678998 4.203903 0.080 0.048 -0.258
Br 7.561606 -2.705505 3.655282 -0.069 -0.170 -0.166
Br 7.167419 -4.699733 1.194084 0.189 -0.156 -0.245
H 5.552676 -3.904671 2.828981 -0.068 0.164 0.220
C -1.893942 -0.607649 3.939380 0.132 0.733 0.607
C -1.641661 -1.737078 2.932228 -0.631 -1.543 0.056
C -2.994344 -2.291047 2.424032 -0.328 0.692 -0.323
O -1.001443 -2.731356 3.565431 0.369 0.819 -0.457
H -2.468091 -0.948787 4.800607 -0.002 -0.163 -0.012
H -0.952933 -0.189722 4.300256 0.143 -0.219 -0.082
H -2.457523 0.205041 3.466644 -0.267 0.323 -0.299
H -1.152720 -1.246350 2.043733 0.440 -0.223 0.231
H -3.599626 -2.690561 3.236148 0.135 -0.033 0.163
H -2.844941 -3.082952 1.689948 0.163 -0.009 0.057
H -3.577138 -1.495345 1.936880 -0.089 0.001 -0.089
C -7.059797 4.568872 -0.470603 0.121 -0.093 -0.161
Br -6.263273 6.267292 0.000749 0.016 -0.179 0.040
Br -6.234155 3.797882 -2.029785 0.005 0.077 0.215
Br -7.065508 3.331681 1.018132 -0.005 0.145 -0.077
H -8.091151 4.766134 -0.720080 -0.066 0.020 0.047
C -1.527944 -8.650148 -4.282464 0.031 0.143 0.120
C -2.422295 -7.654636 -3.532296 0.007 -0.099 -0.083
C -1.717050 -6.292776 -3.561512 -0.154 -0.129 0.361
S -0.716723 -6.280577 -5.053832 -0.836 -0.433 -0.207
O 0.687183 -6.235330 -4.672575 0.148 0.454 0.230
O -1.272495 -5.350209 -5.993339 0.429 0.301 0.012
C -1.108404 -7.944036 -5.568959 0.105 -0.456 0.149
H -2.047678 -9.582409 -4.491105 0.006 -0.020 -0.025
H -0.647546 -8.882320 -3.679523 0.019 -0.039 -0.030
H -3.386392 -7.579698 -4.037108 0.004 0.026 -0.019
H -2.613557 -7.975251 -2.510321 0.001 0.033 0.022
H -2.425519 -5.469730 -3.600515 0.127 0.130 -0.101
H -1.051749 -6.169222 -2.707531 0.050 0.002 -0.030
H -0.242094 -8.395879 -6.046042 0.055 0.138 -0.061
H -1.936052 -7.884256 -6.273519 0.023 0.140 -0.040